# 1
# C26H76F6O12P

A 13-piece molecular cluster, C26H76F6O12P overall at a distorted geometry (the ωB97M-V functional and the def2-TZVPD basis, the OMol25 dataset).

Structure (XYZ):
```
121
Properties=species:S:1:pos:R:3:forces:R:3:lowdin_charge:R:1
O -3.357 3.603 2.168 -0.5 1.0 0.7 -0.121
H -1.052 -2.169 5.228 0.0 0.2 -0.3 0.063
C -2.896 -0.342 3.427 0.1 -0.4 0.7 -0.053
H -0.690 5.569 -2.594 0.0 0.1 -0.3 0.078
H -1.141 4.301 -1.512 0.0 -0.4 0.0 0.071
C -3.842 -0.226 -2.761 0.7 -1.3 0.6 -0.157
H -1.008 -1.728 -1.615 0.0 0.2 0.5 0.056
C 0.337 -3.461 4.139 1.1 2.2 -1.3 -0.495
H 5.789 2.107 -3.443 0.4 0.1 -0.4 0.076
H 0.649 -3.414 2.011 0.0 0.0 0.0 0.063
H -0.554 -2.261 2.571 -0.1 0.1 -0.1 0.065
H 2.495 -0.170 -3.939 -0.4 0.6 -0.1 0.074
O -3.754 1.261 0.473 0.2 -0.2 0.3 -0.119
H 5.533 -2.494 0.170 -0.2 -0.1 0.8 0.130
C 1.077 -1.697 -4.495 -0.1 0.1 0.7 -0.488
H -2.857 -2.814 0.035 0.4 0.0 0.2 0.076
C 4.199 -0.871 -0.209 1.0 0.2 -0.3 -0.039
H 4.042 4.439 -1.885 0.0 0.0 -0.1 0.089
H -0.226 4.315 -4.810 0.3 0.2 -0.6 0.081
H 1.596 -0.787 -2.558 0.1 -0.4 0.1 0.062
F 0.792 -0.867 -0.038 0.0 0.9 0.5 -0.139
H 3.760 -0.676 0.769 -0.4 -0.4 -0.2 0.082
C 3.527 -3.275 -0.120 -0.2 -0.5 0.3 -0.050
C -5.425 -0.515 3.753 0.2 0.8 0.0 -0.062
C -1.581 -3.644 -1.529 0.0 1.2 -0.9 -0.461
C -1.568 3.884 -3.620 0.6 -2.0 -0.7 -0.478
C -2.026 3.949 2.468 0.8 -1.2 -1.1 -0.167
H 3.856 3.145 -0.686 0.1 0.3 0.3 0.081
H 5.085 -0.236 -0.204 0.1 0.1 -0.3 0.076
H -4.483 -0.642 0.827 -0.3 0.0 0.2 0.075
H -3.839 -2.525 4.393 0.1 -0.2 -0.1 0.087
H -5.540 -1.327 3.035 -0.1 0.1 -0.2 0.079
H 5.420 3.371 -1.504 0.1 0.2 0.3 0.084
H -5.623 0.727 1.176 0.3 -0.1 0.4 0.074
C 4.338 3.423 -1.623 0.2 0.8 1.2 -0.070
C 3.983 3.222 3.837 0.8 0.3 -1.3 -0.160
H 4.845 3.885 3.768 0.6 -0.5 0.7 0.071
H 1.546 1.093 5.095 -0.1 0.5 0.0 0.082
F -1.054 -0.022 1.189 1.2 -0.2 -0.4 -0.180
H -3.002 0.678 0.349 0.7 0.5 -0.1 0.035
H -5.297 0.306 -0.447 0.0 -0.4 -0.2 0.063
C -2.902 -3.490 -0.819 -0.2 -0.8 0.8 -0.033
C -0.157 -0.857 -4.687 0.2 0.8 -0.7 -0.055
H 0.007 -3.070 6.214 0.2 -0.1 0.3 0.071
H 0.095 0.082 -5.179 0.0 0.2 0.1 0.075
H -0.588 -4.744 -0.051 0.3 -0.2 0.2 0.090
H -2.639 4.069 -3.539 0.0 -0.1 0.3 0.137
H -2.800 0.721 3.206 -0.5 -0.1 -0.5 0.080
O 0.651 -2.936 -3.978 0.6 -1.2 -0.4 -0.064
H 0.519 -4.025 -1.250 0.0 0.4 0.2 0.088
O -1.180 4.415 -4.848 0.3 2.1 -1.3 -0.073
C 3.937 2.435 -2.632 -0.4 -0.1 -1.3 -0.520
H -6.261 -0.543 4.452 0.2 -0.3 0.3 0.076
H 2.628 -3.047 -0.693 0.1 0.1 -0.2 0.068
O -1.305 -2.425 -2.205 -0.4 0.2 -1.3 -0.109
C -0.020 -2.515 5.276 -0.8 -0.7 0.6 -0.050
H 4.034 2.397 4.548 0.1 0.6 0.6 0.076
H -3.126 -4.490 -0.448 -0.5 0.0 0.3 0.083
C -1.245 2.385 -3.907 -0.7 0.1 2.3 -0.053
H 3.246 -3.254 0.933 0.1 0.1 0.1 0.076
O 2.572 2.632 -3.019 0.4 -0.4 -0.1 -0.054
H -1.656 -4.387 -2.323 -0.1 -0.1 0.0 0.151
H 0.105 -2.720 -3.219 -0.5 -0.1 0.2 0.018
H 2.043 2.057 -2.461 -0.3 0.0 0.1 0.036
H -3.748 -3.122 -1.398 0.3 -0.2 -0.5 0.078
O -0.530 -4.575 3.996 0.5 0.4 0.5 -0.023
F 0.958 1.216 -1.124 -0.3 -0.7 1.1 -0.158
H 0.275 4.081 -2.556 0.1 0.0 0.1 0.070
H -1.458 4.192 1.570 -0.2 0.8 -0.3 0.066
H -1.491 3.034 2.721 0.1 0.0 1.0 0.050
H -4.572 -0.800 -2.190 -0.7 0.6 0.1 0.057
C 4.643 -2.316 -0.433 -0.4 0.7 1.4 -0.527
H 3.840 -4.293 -0.351 -0.1 -0.2 -0.1 0.077
C -0.385 -3.865 -0.663 -1.0 -1.0 0.9 -0.039
H 4.121 1.484 -2.130 -0.5 -0.6 -0.4 0.119
H 0.478 2.364 2.732 0.0 -0.4 -0.1 0.042
H 1.619 -1.917 -5.414 -0.2 0.1 -0.2 0.135
H -2.944 -0.968 2.536 0.0 0.2 -0.2 0.065
C -4.048 -0.612 4.402 -0.5 0.9 -0.5 -0.485
O 5.087 -2.495 -1.736 0.3 0.1 -1.5 -0.038
H -3.927 0.186 5.134 -0.3 -0.3 0.5 0.137
H 0.644 -1.659 5.404 0.1 -0.1 -0.4 0.075
O 1.014 2.367 3.529 0.4 0.2 0.9 -0.130
H -0.418 -3.003 0.003 0.9 0.0 0.1 0.065
C -0.737 4.483 -2.507 -0.3 0.1 0.5 -0.043
H 1.706 0.374 3.504 0.5 0.2 -0.3 0.061
H -3.375 2.820 1.614 0.1 -0.3 -0.3 0.024
P 0.019 0.550 0.052 -0.8 1.4 0.5 0.327
C 4.863 2.531 -3.830 0.3 -0.4 -0.1 -0.058
H -0.575 -0.616 -3.709 -0.2 0.0 -0.2 0.060
H -1.900 1.960 -4.668 0.1 0.1 0.1 0.085
H 3.572 -0.545 -1.038 -0.3 0.0 0.2 0.059
H -0.199 2.230 -4.172 0.1 0.4 -0.3 0.068
C 1.114 1.073 4.094 -0.3 -0.8 -0.4 -0.166
C -4.827 0.350 0.535 -1.0 0.4 -0.7 -0.150
F -0.859 1.945 0.106 0.8 -0.5 -0.1 -0.162
C 2.044 -1.065 -3.512 1.0 0.5 -1.1 -0.046
F -1.004 -0.005 -1.090 0.0 0.1 -0.1 -0.175
H 1.154 -1.909 2.763 0.1 -0.1 0.4 0.075
H -1.320 1.855 -2.958 -0.4 -0.6 0.0 0.058
H -3.056 0.027 -2.049 0.1 0.3 -0.1 0.051
H 3.062 2.280 2.453 -0.3 -0.2 -0.3 0.027
H 5.050 3.554 -4.154 -0.1 0.1 0.2 0.077
O 3.964 2.597 2.544 -0.5 0.5 0.3 -0.137
H -5.513 0.462 3.277 0.0 -0.1 -0.4 0.066
H -1.956 -0.555 3.936 0.0 -0.3 0.0 0.050
H 2.940 -1.685 -3.477 -0.2 -0.5 0.8 0.076
C 0.412 -2.706 2.806 -0.9 -0.4 -0.2 -0.055
H -2.790 -1.793 -3.300 0.4 0.1 0.3 0.028
H -4.218 0.694 -3.208 -0.1 -0.3 -0.1 0.088
H 3.206 3.965 4.016 -0.7 -0.6 0.0 0.071
H 4.585 1.962 -4.718 -0.3 -0.2 0.2 0.074
O -3.989 -1.854 5.063 0.7 -0.3 0.5 -0.045
H 0.169 0.531 4.138 -0.5 0.4 0.2 0.059
H 5.511 -3.356 -1.731 0.0 -0.1 -0.4 0.088
F 1.014 1.141 1.259 -0.8 -1.1 -1.7 -0.168
H -0.481 -4.985 4.863 -0.3 -0.5 0.1 0.082
H -1.905 4.747 3.202 -0.4 -0.3 0.1 0.084
O -3.349 -1.139 -3.727 -0.4 0.6 -1.0 -0.134
H -0.901 -1.337 -5.322 0.0 -0.2 0.2 0.089
H 1.397 -3.691 4.252 0.1 -1.1 0.6 0.126
```
Forces are in eV/Å.

LUMO level = 2.226 eV
Maximum force = 2.793 eV/A
Total energy = -78364.514 eV
Total charge = -1
Energy above the lowest of the compared OMol25 structures with the same formula, charge and spin = 3.222 eV
HOMO = -7.123 eV
Multiplicity = 1
Gap between HOMO and LUMO = 9.35 eV

# 2
# C26H78O13

A 13-piece molecular cluster, C26H78O13 overall at a distorted geometry (the ωB97M-V functional and the def2-TZVPD basis, the OMol25 dataset).

Structure (XYZ):
```
117
Properties=species:S:1:pos:R:3:forces:R:3:lowdin_spin:R:1
H 0.187 0.816 -0.940 0.4 0.2 0.4 0.000
H 3.174 0.283 -0.009 -0.2 0.1 0.9 0.000
H -4.002 -3.495 -1.229 0.3 -0.2 -0.2 0.004
C -0.930 3.850 0.735 -1.3 0.3 0.3 0.000
H 2.893 -1.597 1.969 -0.7 -0.7 0.2 0.001
H -2.467 1.776 1.984 -0.2 -0.1 -0.3 0.000
C 2.896 3.538 -3.581 -0.5 -0.2 -0.2 0.001
H -2.495 -0.327 -3.819 0.1 0.1 -0.3 0.002
C -0.974 -3.406 3.698 -1.4 0.6 -0.8 0.051
H -5.813 1.883 -2.540 0.4 -0.2 -0.2 0.000
C -0.312 -4.289 4.711 -1.3 0.8 0.2 0.115
H 2.588 -1.375 -1.599 -0.3 0.1 0.3 0.001
H -2.644 -2.369 -1.509 0.0 0.0 0.1 0.001
H -3.980 -0.032 -2.989 0.1 0.5 0.3 0.000
C -0.525 0.016 -0.737 0.6 0.3 0.7 0.001
C 5.366 0.377 1.735 0.5 0.2 0.1 0.004
H 2.635 -3.322 0.228 0.5 0.2 0.2 0.002
O -2.516 2.185 -2.902 -0.1 0.1 -0.4 0.000
C 2.184 -3.947 0.998 -0.3 -1.1 -0.1 0.019
C 1.019 -4.983 -2.974 -0.6 1.0 0.8 0.021
C -2.561 1.066 2.806 0.4 0.8 -0.1 0.002
C -3.432 0.224 -3.896 -0.6 -0.1 0.4 0.002
O -1.287 0.357 4.725 -0.1 0.6 -0.3 0.015
O 3.826 4.471 2.693 0.1 0.5 -0.2 0.001
H -1.025 -3.889 2.722 0.4 0.0 -0.1 0.018
H -4.091 -0.199 -4.654 0.4 0.1 -0.5 0.000
H 1.638 2.196 1.756 0.2 0.0 -0.3 0.000
C -3.983 -1.907 0.176 1.3 -1.4 0.1 0.007
H 1.777 -3.833 2.884 -0.5 -0.2 0.9 0.006
H -0.516 0.577 5.254 0.1 -0.2 0.2 0.006
C -6.069 1.616 -1.515 -0.8 -0.5 -1.8 0.000
H -0.201 3.070 0.516 0.1 0.2 0.2 0.000
H 2.484 4.537 1.103 0.2 0.2 -0.3 0.000
H 4.853 1.265 2.104 -0.3 0.0 -0.1 0.000
O -5.509 3.868 -1.172 0.1 -0.5 0.2 0.000
H -1.978 1.124 -1.455 -0.1 0.3 -0.4 0.000
H -3.549 1.221 3.239 0.1 0.0 0.3 0.001
O 1.989 3.039 -1.412 -0.5 0.4 -0.1 0.000
H 3.843 -1.329 -3.546 0.5 0.0 -0.4 0.003
C -1.401 1.413 3.738 -0.4 -1.4 0.5 0.004
H -4.845 -2.395 0.630 -0.3 0.3 -0.2 0.002
C 3.450 -0.709 -1.613 -0.1 1.3 -0.6 0.005
H -5.036 4.466 -0.588 0.0 0.1 0.0 0.000
H 4.365 5.086 2.190 0.3 0.2 0.3 0.000
H 4.996 -1.754 1.557 1.0 -0.2 0.6 0.005
H 3.821 3.018 -3.329 -0.2 -0.4 0.1 0.000
H 4.614 0.259 -3.196 -0.1 0.0 0.0 0.001
H 4.274 -1.238 -1.134 0.2 0.0 -0.1 0.004
H 2.283 -6.155 1.530 0.0 0.4 0.4 0.038
H 3.831 -5.340 1.062 0.0 -0.2 0.3 0.011
H -0.852 -5.205 4.951 -0.2 -0.2 -0.5 0.033
H -4.273 2.251 -0.663 0.2 0.1 0.1 0.000
H -0.300 0.048 1.427 0.3 0.0 -0.1 0.000
H 1.424 -5.160 4.709 0.5 -0.6 0.4 0.095
O 3.319 -0.788 1.674 -1.3 1.2 -0.7 0.008
H 0.132 -2.996 -2.379 0.5 -0.1 0.2 0.002
O -1.279 -4.269 -2.895 -1.4 -0.1 -0.8 0.014
C -5.329 2.522 -0.647 0.5 1.3 0.7 0.000
H 2.869 0.059 -3.588 -0.1 0.4 0.4 0.001
H -4.158 2.272 -4.170 -0.2 -0.1 0.2 0.000
C -0.053 -4.065 -2.272 0.8 -1.1 -0.6 0.023
H -0.218 -4.339 -1.230 0.8 0.2 0.3 0.012
H -1.276 3.813 1.768 0.3 -0.1 0.2 0.000
H -0.319 -3.748 5.657 0.7 0.1 0.3 0.018
H -7.140 1.813 -1.550 -0.2 -0.3 0.7 0.000
C -3.224 1.721 -4.058 0.0 -0.6 0.1 0.001
H 0.384 5.524 0.960 0.5 0.0 0.0 0.000
H 3.121 4.582 -3.363 -0.4 0.1 0.0 0.000
C 2.755 -5.402 0.899 -0.1 1.1 -0.4 0.096
H 1.127 -3.912 0.731 -0.3 -0.3 0.0 0.006
H 1.319 3.585 2.754 -0.1 -0.3 0.5 0.000
H -0.452 1.479 3.205 0.0 0.0 -0.3 0.001
H 2.709 3.416 -4.648 0.2 0.1 -0.2 0.000
H -0.531 -2.414 3.612 0.7 -0.2 -0.1 0.004
H 0.639 4.537 -1.060 0.3 -0.3 -0.1 0.000
C -0.174 -0.679 0.624 -0.4 0.1 -1.4 0.001
H 1.403 1.985 -3.043 0.2 -0.2 -0.4 0.000
C -0.460 5.226 0.339 0.7 -0.3 -0.1 0.000
H -5.686 2.491 0.382 0.0 -0.1 0.1 0.000
H 1.966 -4.894 -2.442 0.2 -0.1 -0.2 0.005
H -0.436 -0.562 -1.656 -0.2 -0.9 0.2 0.001
H -1.815 3.633 0.137 -0.1 -0.2 -0.1 0.000
C 3.727 -0.360 -3.062 0.0 -1.1 -0.1 0.008
H -2.542 0.058 2.392 0.3 0.1 0.2 0.000
H 0.765 3.582 -2.952 0.2 0.4 -0.2 0.000
H -3.149 -2.163 0.830 0.2 -0.5 0.2 0.001
H -0.808 -1.529 0.876 -0.4 0.0 -0.3 0.001
H -1.637 -5.071 -2.507 -0.3 -0.1 -0.2 0.011
H -5.812 0.568 -1.362 -0.2 0.1 0.2 0.000
O -1.802 0.623 -0.655 -0.3 -0.4 0.6 0.000
C -3.688 -2.452 -1.207 -0.5 -0.5 -0.1 0.005
H 3.716 3.262 1.037 0.1 -0.1 -0.3 0.000
O -0.104 5.144 -1.038 -0.1 0.9 0.1 0.000
H -2.409 3.132 -3.020 0.2 0.2 0.4 0.000
H 2.449 2.203 -1.304 0.4 -0.5 0.8 0.000
H 6.342 0.413 2.219 0.2 -0.2 -0.2 0.001
H 2.640 -5.785 -0.115 -0.1 0.1 -0.3 0.009
H 4.597 -1.015 3.186 0.6 -0.3 0.1 0.008
H 1.117 -4.721 -4.027 0.1 0.3 0.1 0.002
O 2.344 -3.353 2.275 0.9 0.6 -1.3 0.040
H 0.695 -6.023 -2.964 -0.1 0.0 0.3 0.008
H -4.298 -1.950 -1.957 -0.1 0.1 0.0 0.000
C 4.642 -0.881 2.105 -0.2 -0.2 0.0 0.017
O 0.933 -4.549 4.156 0.8 -0.1 0.0 0.195
H -3.296 -0.122 -0.096 0.7 0.0 -0.2 0.000
H 5.474 0.443 0.652 0.1 0.2 0.0 0.001
C 1.681 3.011 -2.801 0.5 0.3 0.2 0.000
H -1.537 2.365 4.251 -0.3 0.2 -0.1 0.001
C 2.120 2.946 2.383 -1.6 -1.1 0.9 0.002
H -1.146 6.060 0.489 -0.5 -0.4 -0.3 0.000
O -4.102 -0.555 0.194 -1.8 2.1 0.3 0.001
C 3.048 3.817 1.696 1.1 0.4 -0.9 0.000
H -2.657 1.926 -4.966 0.3 0.0 -0.1 0.000
O 3.219 0.542 -0.932 -0.1 -0.8 -0.3 0.001
H 2.618 2.411 3.191 -0.1 0.1 0.1 0.002
H 0.830 -1.101 0.590 0.2 0.4 0.1 0.001
H -2.010 -3.112 3.867 -0.3 -0.4 0.7 0.008
```
Forces are in eV/Å.

LUMO level (spin up / spin down) = 2.064 / 2.038 eV
Maximum force = 2.724 eV/A
Total energy = -54840.772 eV
Total charge = -1
Energy above the lowest of the compared OMol25 structures with the same formula, charge and spin = 0.000 eV
HOMO (spin up / spin down) = 0.630 / -7.554 eV
Multiplicity = 2
Gap between HOMO and LUMO (spin up / spin down) = 1.43 / 9.59 eV
Expectation value of S² = 0.75